Density functional theory data (ωB97M-V/def2-TZVPD) for a molecular structure, C24H40N3NiO9 in a non-equilibrium geometry.

Geometry (Å):
Ni (5.103, 9.788, 31.535)
N (7.666, 9.942, 31.842)
O (8.750, 10.300, 32.205)
O (7.014, 10.550, 30.931)
O (7.055, 8.953, 32.371)
C (3.316, 6.955, 29.192)
C (2.550, 7.070, 27.978)
C (2.355, 8.479, 27.396)
O (1.629, 8.604, 26.435)
C (2.990, 9.598, 28.040)
C (3.695, 9.441, 29.176)
C (3.791, 8.054, 29.811)
O (4.325, 8.068, 30.982)
O (4.260, 10.371, 29.866)
O (2.119, 6.113, 27.385)
H (3.486, 6.012, 29.700)
H (2.878, 10.570, 27.575)
C (4.292, 7.973, 33.938)
C (4.348, 9.348, 34.589)
C (5.657, 9.359, 35.370)
C (6.100, 10.722, 35.900)
C (6.115, 11.744, 34.766)
C (4.829, 11.769, 33.940)
N (4.456, 10.401, 33.543)
O (3.281, 10.392, 32.726)
C (3.750, 12.499, 34.744)
C (5.081, 12.578, 32.677)
C (3.140, 9.526, 35.533)
H (3.373, 7.825, 33.368)
H (4.324, 7.218, 34.726)
H (5.123, 7.788, 33.264)
H (5.568, 8.637, 36.182)
H (6.446, 9.023, 34.690)
H (7.076, 10.570, 36.359)
H (5.401, 11.032, 36.690)
H (6.890, 11.382, 34.074)
H (6.384, 12.724, 35.151)
H (4.026, 13.543, 34.883)
H (2.755, 12.456, 34.294)
H (3.661, 12.083, 35.750)
H (5.286, 13.617, 32.932)
H (5.952, 12.208, 32.131)
H (4.215, 12.519, 32.016)
H (2.611, 8.587, 35.700)
H (2.398, 10.221, 35.139)
H (3.459, 9.882, 36.512)
H (2.506, 10.552, 33.288)
C (7.792, 4.042, 28.742)
C (7.446, 5.294, 29.551)
C (8.703, 5.730, 30.306)
C (9.686, 6.470, 29.383)
C (9.016, 7.735, 28.900)
C (7.710, 7.490, 28.140)
N (6.974, 6.389, 28.747)
O (5.835, 6.077, 27.979)
C (6.837, 8.707, 28.227)
C (8.073, 7.171, 26.672)
C (6.399, 4.969, 30.630)
H (6.929, 3.752, 28.124)
H (7.940, 3.175, 29.393)
H (8.623, 4.125, 28.044)
H (8.550, 6.290, 31.229)
H (9.203, 4.801, 30.618)
H (9.932, 5.797, 28.560)
H (10.615, 6.731, 29.894)
H (9.704, 8.208, 28.185)
H (8.887, 8.486, 29.684)
H (7.373, 9.662, 28.195)
H (6.040, 8.775, 27.486)
H (6.372, 8.681, 29.214)
H (8.449, 8.056, 26.154)
H (8.814, 6.366, 26.628)
H (7.201, 6.807, 26.125)
H (5.377, 5.066, 30.243)
H (6.448, 5.659, 31.469)
H (6.472, 3.925, 30.945)
H (5.067, 6.244, 28.551)

molar mass	573.3	g/mol
total energy	-3288.13058	hartree
total charge	-1
multiplicity	3
Kohn-Sham gap (alpha / beta)	6.658 / 6.617	eV
F_max	1.80	eV Å⁻¹